The following is a DFT calculation (ωB97M-V with the def2-TZVPD basis set) of C40H40Cl2N9O2S2SeV as an isolated structure.

For the energy above the lowest of the compared OMol25 structures with the same formula, charge and spin, the calculation gives 108.9 kJ/mol. As for the expectation value of S²: 3.9587.

Structure (ORCA input):
```
! wB97M-V def2-TZVPD RIJCOSX def2/J DEFGRID3
* xyz -1 4
C -3.922 4.077 3.459
C -0.664 3.309 -1.321
H 0.954 -2.358 -0.299
H -2.150 4.429 -2.346
H -4.724 4.597 3.970
C -4.136 -2.773 -3.926
C -1.694 -2.605 -0.035
H 2.122 -0.274 0.282
H -1.336 -2.975 -2.686
H -0.161 -1.192 -4.101
H -1.219 -0.781 3.355
C -4.990 -1.954 -1.823
C -2.659 3.563 1.454
N -1.868 2.670 2.163
N -2.400 3.801 0.196
C 3.250 2.904 0.167
C -4.779 -2.999 -2.711
H -4.342 4.910 1.536
C 4.568 2.691 0.525
H 1.422 -3.950 -0.891
C 1.643 2.535 3.529
H 7.126 -4.339 0.061
Cl 0.961 0.947 2.980
N -0.562 -0.495 -0.897
H -1.478 1.801 3.995
N 0.988 2.045 -0.185
S -4.763 0.675 -0.992
H 0.355 0.822 -2.327
C -2.111 2.524 3.488
H 4.981 -2.515 4.307
H 3.317 -3.131 4.394
C 1.782 -2.934 -0.707
C 6.730 -3.355 -0.199
H 1.662 4.037 -4.305
N -3.395 0.699 -0.183
H -5.137 -3.994 -2.471
C -3.252 0.055 0.964
H 5.245 3.535 0.588
C 2.864 -2.765 1.609
O -5.897 0.316 -0.163
H -3.212 -1.292 -5.180
C 0.661 2.810 -1.305
H 2.505 2.710 -2.409
C -4.547 -0.677 -2.130
C 4.138 0.345 0.730
H -0.660 4.896 -4.306
N -2.064 0.010 1.580
Se 1.195 -2.535 2.410
H 4.305 -3.287 -1.416
N -0.953 -2.120 -2.325
H 7.444 -2.611 0.156
H 6.056 1.243 1.105
C -1.134 4.061 -2.385
V -0.731 1.527 0.850
C -3.076 3.181 4.183
H -1.504 -2.259 0.972
C 5.264 -2.924 1.797
H -3.564 0.555 -3.570
C 3.983 -2.444 3.874
C -3.724 4.256 2.136
H -1.289 -3.615 -0.131
H 2.066 -2.498 -1.665
Cl 1.090 3.948 2.672
H 6.163 -2.881 2.402
H -3.552 -1.807 3.950
H -3.936 -4.741 -4.450
H -2.774 -2.648 -0.188
C 4.036 -2.731 2.402
C 5.024 1.408 0.820
C 1.007 3.833 -3.466
C -3.904 -0.445 -3.340
C -0.295 4.317 -3.466
N -3.965 -3.815 -4.844
C -1.064 -1.706 -1.039
H 2.895 3.905 -0.044
C 4.226 -3.156 -0.342
H 2.714 2.427 3.394
H -3.209 2.998 5.239
S -4.492 -0.799 1.894
H 6.678 -3.289 -1.284
C 5.379 -3.146 0.425
H -5.515 -2.123 -0.893
C 2.335 1.840 0.086
C -3.307 -1.230 3.075
C 2.967 -2.955 0.215
C -2.116 -0.694 2.756
O -4.847 1.856 -1.803
H 4.479 -0.660 0.941
C 1.489 3.085 -2.393
H -3.250 -3.663 -5.537
H 3.596 -1.439 4.055
H 1.356 2.613 4.572
C -0.103 -0.132 -2.147
C 2.817 0.555 0.360
C -0.347 -1.119 -3.045
C -3.708 -1.482 -4.234
N -1.356 2.992 -0.169
*
```

The following is a DFT calculation (ωB97M-V with the def2-TZVPD basis set) of a 8-piece molecular cluster, C40H40N8 overall at a distorted geometry.

For the energy above the lowest of the compared OMol25 structures with the same formula, charge and spin, the calculation gives 262.1 kJ/mol. Its SMILES is c1ccncc1.c1ccncc1.c1ccncc1.c1ccncc1.c1ccncc1.c1ccncc1.c1ccncc1.c1ccncc1.

Structure (ORCA input):
```
! wB97M-V def2-TZVPD RIJCOSX def2/J DEFGRID3
* xyz 0 1
C -2.450 -1.415 -4.845
H 1.674 6.812 2.540
H 5.663 1.125 2.797
C -2.931 -0.399 -5.692
C -3.640 0.647 -5.127
C 2.321 -3.335 -1.953
H 3.052 3.836 0.784
C 0.403 5.137 2.637
H -6.063 5.875 -4.010
H -3.660 5.911 -4.858
C 4.094 2.373 -0.451
C 1.366 0.227 1.328
H -4.859 3.570 -0.752
C 0.014 4.009 3.353
H -2.406 -2.180 -2.842
H 2.939 -2.980 4.940
H -2.630 -0.364 -6.729
C 4.290 2.590 1.946
H 6.304 0.215 0.630
H 0.795 -4.204 4.850
H 3.513 2.573 -1.339
C 5.515 0.948 0.704
H -1.781 -2.175 -5.218
H 4.560 -1.254 -0.497
C 2.082 -4.749 1.730
H 0.224 2.931 5.211
N 5.034 1.445 -0.471
N -5.568 4.889 -2.276
C -4.815 -5.203 0.609
N -3.590 -0.478 -3.005
C 2.687 -3.574 4.073
C 1.142 -4.832 2.810
H 2.227 0.412 1.953
C -3.560 -4.783 0.152
H -5.300 -6.145 0.404
H 3.972 2.991 2.897
C 4.543 -4.214 -1.954
N 1.937 5.735 4.381
H -2.532 3.884 -1.237
H 2.930 -5.346 -2.650
H 4.045 -4.107 1.144
C -0.702 -0.390 -0.358
N -5.621 -4.459 1.429
H -3.772 1.509 -5.763
N 3.590 -3.596 3.090
C 3.772 3.033 0.736
H 0.992 2.283 0.855
H 0.225 -5.395 2.711
H -5.879 -2.567 2.325
H 5.218 -5.036 -2.142
C 0.713 1.258 0.661
H 2.145 -1.322 -1.281
C 3.307 -4.145 1.931
C 2.823 -2.158 -1.373
H 2.072 -5.258 0.778
H -3.751 -1.588 1.469
H -1.913 5.034 -3.477
N -0.227 -1.396 0.429
C -4.020 -2.601 1.209
C -2.915 4.806 -3.146
C -5.201 5.491 -3.483
N 5.007 -3.060 -1.355
C -3.914 5.370 -3.958
H -2.217 -3.036 0.181
C 1.497 4.633 5.136
C -3.169 -3.462 0.463
H -3.061 -5.450 -0.536
H -0.879 1.751 -0.629
H 1.260 -3.396 -2.146
H -4.600 1.287 -3.217
C 0.510 3.781 4.608
C 4.145 -2.092 -1.038
H -1.590 -0.544 -0.953
C 1.316 6.026 3.190
C -5.184 -3.139 1.727
C -2.728 -1.354 -3.459
C 1.456 -4.171 3.996
C -3.992 0.589 -3.773
C 0.870 -1.082 1.165
C -0.316 0.925 -0.220
H 1.401 -1.921 1.589
H -0.634 3.327 2.824
H 0.009 5.395 1.665
H 2.034 4.349 6.029
C 3.174 -4.397 -2.195
C -4.620 4.160 -1.625
C 5.107 1.486 1.944
C -3.281 4.128 -1.976
*
```

no.,electronic energy (Ha)
1,-7253.867492
2,-1986.135697